No. 1
This record from OMol25 describes C22H30MoO6S as an isolated structure at a distorted geometry. The level of theory is ωB97M-V/def2-TZVPD.

Positions of all 60 atoms, in Å:
Mo: 0.063 0.134 0.484
C: -1.948 -0.760 -1.486
C: -2.281 0.683 -1.214
O: -1.015 1.297 -0.713
C: -0.668 2.719 -0.967
C: 0.254 3.089 0.175
O: 1.162 1.969 0.513
C: 2.438 1.915 -0.207
C: 2.220 1.179 -1.501
O: 1.421 -0.033 -1.199
C: 2.152 -1.315 -1.344
C: 2.398 -1.835 0.042
O: 1.148 -1.672 0.791
C: 0.200 -2.808 0.794
C: -0.760 -2.674 -0.356
O: -1.220 -1.267 -0.288
H: -1.286 -0.886 -2.342
H: -2.857 -1.344 -1.630
H: -3.023 0.822 -0.431
H: -2.596 1.187 -2.127
H: -1.582 3.310 -0.932
H: -0.234 2.782 -1.962
H: -0.309 3.266 1.089
H: 0.845 3.977 -0.044
H: 3.121 1.399 0.465
H: 2.812 2.925 -0.376
H: 3.172 0.887 -1.938
H: 1.666 1.739 -2.249
H: 3.083 -1.148 -1.882
H: 1.526 -1.957 -1.956
H: 3.141 -1.254 0.584
H: 2.703 -2.881 0.043
H: -0.316 -2.731 1.749
H: 0.749 -3.748 0.766
H: -1.618 -3.333 -0.219
H: -0.330 -2.847 -1.340
O: -0.516 0.318 2.166
S: -0.907 1.154 3.600
C: -1.524 -0.040 4.653
C: -0.776 -1.152 5.073
C: -1.354 -1.988 6.000
C: -2.629 -1.701 6.514
C: -3.354 -0.600 6.080
C: -2.812 0.249 5.128
C: 0.686 1.657 4.142
C: 0.634 2.782 4.958
C: 1.820 3.212 5.542
C: 3.003 2.527 5.304
C: 3.029 1.415 4.464
C: 1.862 0.961 3.871
H: 0.233 -1.327 4.720
H: -0.813 -2.855 6.357
H: -3.048 -2.344 7.277
H: -4.345 -0.408 6.468
H: -3.364 1.115 4.783
H: -0.295 3.308 5.154
H: 1.812 4.088 6.177
H: 3.915 2.853 5.788
H: 3.960 0.889 4.298
H: 1.872 0.071 3.255

For the HOMO energy (spin up / spin down), the calculation gives -20.2 / -20.2 eV. The value obtained for the strongest force on any atom is 1.41 eV/A. The energy comes out at -48232.08645 eV. The total charge is +4. The calculation puts the HOMO-LUMO gap (spin up / spin down) at 5.94 / 5.92 eV. As for the LUMO energy (spin up / spin down): -14.3 / -14.3 eV.


No. 2
This record from OMol25 describes the molecule C22H30N2O2. The level of theory is ωB97M-V/def2-TZVPD.

Positions of all 56 atoms, in Å:
O: -0.502 2.280 -0.337
C: -0.641 1.080 -0.175
C: -0.006 0.411 1.039
C: 1.451 0.851 1.207
C: 1.655 0.898 2.712
O: 2.712 0.924 3.301
N: 0.433 0.906 3.292
C: 0.256 1.057 4.717
C: -0.496 -0.137 5.347
C: -1.627 0.471 6.180
C: -1.945 1.784 5.469
C: -0.562 2.309 5.092
C: -0.654 0.916 2.340
N: -1.378 0.336 -1.031
C: -1.603 -1.090 -1.029
C: -0.785 -1.751 -2.141
C: -1.172 -1.159 -3.497
C: -0.362 -1.784 -4.651
C: 1.119 -1.571 -4.520
C: 1.727 -0.447 -5.067
C: 3.086 -0.233 -4.917
C: 3.861 -1.145 -4.220
C: 3.269 -2.276 -3.686
C: 1.910 -2.487 -3.838
C: -1.013 0.362 -3.442
C: -1.813 0.944 -2.276
H: -0.047 -0.676 1.001
H: 2.169 0.192 0.724
H: 1.584 1.863 0.815
H: 1.275 1.129 5.107
H: -0.904 -0.771 4.559
H: 0.169 -0.752 5.951
H: -1.273 0.681 7.190
H: -2.490 -0.189 6.251
H: -2.539 1.594 4.574
H: -2.494 2.479 6.102
H: -0.105 2.789 5.957
H: -0.586 3.032 4.279
H: -1.476 0.276 2.669
H: -1.037 1.934 2.191
H: -1.366 -1.529 -0.062
H: -2.672 -1.257 -1.215
H: -0.964 -2.828 -2.133
H: 0.276 -1.575 -1.954
H: -2.229 -1.387 -3.682
H: -0.711 -1.347 -5.589
H: -0.574 -2.855 -4.677
H: 1.132 0.265 -5.621
H: 3.542 0.647 -5.346
H: 4.921 -0.978 -4.100
H: 3.869 -2.998 -3.150
H: 1.459 -3.380 -3.427
H: -1.356 0.812 -4.374
H: 0.040 0.615 -3.304
H: -1.653 2.019 -2.196
H: -2.882 0.747 -2.410

For the HOMO energy, the calculation gives -8.9 eV. The value obtained for the strongest force on any atom is 0.51 eV/A. The energy comes out at -30377.93430 eV. The SMILES is O=C([C@H]1CC(=O)N(C2CCCC2)C1)N1CCC(Cc2ccccc2)CC1. The calculation puts the HOMO-LUMO gap at 9.52 eV. As for the LUMO energy: 0.6 eV.


No. 3
This record from OMol25 describes C22H30N2O6PtS3 as an isolated structure at a distorted geometry. The level of theory is ωB97M-V/def2-TZVPD.

Positions of all 64 atoms, in Å:
Pt: -0.495 -0.457 -0.456
C: -1.375 -1.183 3.185
C: -1.369 -1.557 1.734
C: -2.263 -0.857 0.805
C: -3.101 0.273 1.337
C: -2.614 -1.418 -0.468
C: -3.867 -1.018 -1.188
C: -1.638 -2.254 -1.057
C: -1.726 -2.728 -2.475
C: -0.492 -2.608 -0.233
C: 0.641 -3.364 -0.869
C: -0.536 -2.515 1.221
C: 0.386 -3.351 2.054
H: -2.263 -1.583 3.681
H: -1.396 -0.103 3.321
H: -0.497 -1.560 3.699
H: -3.891 -0.116 1.985
H: -3.568 0.838 0.534
H: -2.506 0.960 1.933
H: -3.733 -0.105 -1.771
H: -4.678 -0.853 -0.482
H: -4.177 -1.806 -1.870
H: -2.014 -3.782 -2.493
H: -0.767 -2.643 -2.980
H: -2.453 -2.160 -3.048
H: 0.339 -4.396 -1.067
H: 1.515 -3.381 -0.224
H: 0.932 -2.916 -1.817
H: 1.369 -2.882 2.149
H: 0.530 -4.333 1.607
H: -0.016 -3.500 3.052
O: 0.908 -0.158 -2.010
S: 0.704 1.319 -2.154
O: 0.525 1.778 -3.483
O: -0.405 1.646 -1.203
C: 2.209 2.126 -1.567
C: 2.878 2.777 -2.596
C: 4.101 3.407 -2.393
C: 4.673 3.413 -1.139
C: 4.005 2.805 -0.083
C: 2.788 2.162 -0.277
S: 2.241 1.344 1.199
O: 2.954 1.885 2.303
O: 2.143 -0.057 0.964
O: 0.679 1.742 1.392
H: 2.445 2.762 -3.585
H: 4.601 3.874 -3.231
H: 5.635 3.877 -0.968
H: 4.445 2.804 0.904
S: -0.007 3.195 1.820
C: 0.632 4.360 0.626
N: -0.041 4.539 -0.485
C: 0.275 5.608 -1.447
C: 1.019 6.720 -0.725
C: 2.185 6.145 0.064
N: 1.682 5.078 0.944
H: -0.778 3.874 -0.685
H: -0.666 5.962 -1.862
H: 0.869 5.181 -2.258
H: 0.340 7.246 -0.052
H: 1.386 7.442 -1.451
H: 2.663 6.894 0.691
H: 2.939 5.719 -0.600
H: 2.085 4.934 1.860

For the HOMO energy, the calculation gives -13.9 eV. The value obtained for the strongest force on any atom is 1.09 eV/A. The energy comes out at -74302.82159 eV. The total charge is +2. The calculation puts the HOMO-LUMO gap at 7.39 eV. As for the LUMO energy: -6.5 eV.


No. 4
This record from OMol25 describes the molecule C22H30N4O4. The level of theory is ωB97M-V/def2-TZVPD.

Positions of all 60 atoms, in Å:
C: 2.901 1.334 -1.914
O: 4.009 1.508 -2.765
C: 5.028 2.325 -2.248
C: 5.858 1.658 -1.136
C: 5.133 1.745 0.195
O: 4.714 2.818 0.597
N: 5.004 0.616 0.935
C: 5.381 -0.717 0.500
C: 4.762 -1.783 1.403
C: 3.265 -1.519 1.574
O: 2.706 -1.621 0.274
C: 1.359 -1.717 0.113
C: 0.923 -1.848 -1.208
C: -0.418 -1.967 -1.489
C: -1.366 -1.942 -0.467
C: -2.802 -2.092 -0.839
O: -3.155 -2.687 -1.842
N: -3.681 -1.542 0.031
C: -5.096 -1.488 -0.250
C: -5.635 -0.119 -0.003
C: -6.875 0.409 -0.398
C: -6.889 1.699 0.090
C: -7.914 2.769 0.002
N: -5.710 1.877 0.729
C: -5.247 3.058 1.396
N: -4.947 0.784 0.680
C: -0.929 -1.819 0.845
C: 0.420 -1.709 1.139
C: 3.035 -0.122 2.190
C: 4.325 0.698 2.210
H: 2.568 2.291 -1.498
H: 2.106 0.906 -2.524
H: 3.123 0.649 -1.090
H: 4.613 3.265 -1.857
H: 5.673 2.543 -3.103
H: 6.106 0.643 -1.432
H: 6.783 2.228 -1.023
H: 6.474 -0.823 0.502
H: 5.011 -0.892 -0.514
H: 4.904 -2.757 0.935
H: 5.239 -1.801 2.383
H: 2.833 -2.301 2.214
H: 1.663 -1.862 -1.993
H: -0.761 -2.085 -2.505
H: -3.368 -0.887 0.730
H: -5.631 -2.212 0.384
H: -5.246 -1.785 -1.293
H: -7.640 -0.084 -0.961
H: -7.515 3.644 -0.511
H: -8.776 2.405 -0.549
H: -8.237 3.078 0.996
H: -5.196 3.899 0.701
H: -4.253 2.850 1.784
H: -5.911 3.321 2.222
H: -1.635 -1.835 1.662
H: 0.723 -1.620 2.170
H: 2.291 0.403 1.587
H: 2.651 -0.206 3.207
H: 4.995 0.348 3.003
H: 4.101 1.752 2.386

For the HOMO energy, the calculation gives -8.6 eV. The value obtained for the strongest force on any atom is 0.80 eV/A. The energy comes out at -37451.66679 eV. The SMILES is COCCC(=O)N1CCC(Oc2ccc(C(=O)NCc3cc(C)n(C)n3)cc2)CC1. The calculation puts the HOMO-LUMO gap at 9.26 eV. As for the LUMO energy: 0.6 eV.